{
  "formula": "C39H48F40NO9S",
  "method": "ωB97M-V with the def2-TZVPD basis set",
  "symbols": ["C", "C", "C", "C", "O", "N", "S", "C", "C", "C", "C", "C", "O", "C", "C", "O", "C", "C", "C", "O", "H", "H", "H", "H", "H", "H", "H", "H", "H", "H", "H", "H", "H", "H", "H", "H", "H", "H", "H", "H", "H", "H", "H", "H", "H", "H", "H", "H", "C", "C", "C", "F", "F", "F", "F", "O", "C", "C", "F", "F", "F", "F", "H", "H", "H", "H", "C", "C", "C", "F", "F", "F", "F", "O", "C", "C", "F", "F", "F", "F", "H", "H", "H", "H", "C", "C", "C", "F", "F", "F", "F", "O", "C", "C", "F", "F", "F", "F", "H", "H", "H", "H", "C", "C", "C", "F", "F", "F", "F", "O", "C", "C", "F", "F", "F", "F", "H", "H", "H", "H", "C", "C", "C", "F", "F", "F", "F", "O", "C", "C", "F", "F", "F", "F", "H", "H", "H", "H"],
  "coordinates": [[0.81123, 1.58571, -3.11100], [-0.09443, 0.55834, -3.81222], [0.23361, -0.90339, -3.43944], [-0.90011, -1.61470, -2.72188], [-0.97754, -1.07881, -1.38814], [-1.63842, -1.89560, -0.43679], [-3.16046, -2.62976, -1.06093], [-2.08494, -0.94368, 0.64856], [-0.97771, -0.36065, 1.52025], [-0.41940, 1.01009, 1.09533], [0.97753, 0.87445, 0.47622], [2.00872, 0.62920, 1.55639], [3.29462, 0.33166, 0.99431], [3.43226, -0.98668, 0.68838], [3.49648, -1.29637, -0.77773], [3.50249, -1.83250, 1.53409], [-0.67176, -2.96268, 0.01758], [-1.12676, -3.64218, 1.33106], [-0.21543, -4.83823, 1.80282], [-0.33938, -3.34393, 2.36573], [1.46977, 2.07947, -3.82069], [1.45745, 1.11550, -2.37509], [0.22418, 2.34526, -2.60025], [0.03507, 0.64001, -4.88594], [-1.13322, 0.76986, -3.57436], [0.40408, -1.49022, -4.34111], [1.13642, -0.99735, -2.83712], [-0.70703, -2.68752, -2.72677], [-1.82554, -1.42517, -3.26162], [-2.66385, -3.83003, -1.38305], [-2.85184, -1.41658, 1.25130], [-2.57504, -0.13426, 0.11092], [-0.14219, -1.04015, 1.65285], [-1.42024, -0.25326, 2.50813], [-0.29560, 1.58945, 2.00667], [-1.09238, 1.56513, 0.44754], [1.23298, 1.75563, -0.10579], [0.94833, 0.02239, -0.20755], [2.12798, 1.53082, 2.15310], [1.70452, -0.17604, 2.22459], [2.68291, -1.95894, -1.05847], [3.42557, -0.37571, -1.34941], [4.45368, -1.74673, -0.99133], [0.27518, -2.47955, 0.22959], [-0.61025, -3.71724, -0.75831], [-2.20394, -3.78095, 1.46739], [0.70320, -5.02583, 2.36152], [0.36005, -4.79144, 0.83397], [1.93190, -8.24650, 4.66324], [1.58710, -9.32553, 5.70136], [2.09839, -10.74885, 5.45930], [1.58048, -11.26668, 4.32836], [1.71128, -11.52396, 6.49414], [0.25583, -9.34223, 5.91768], [2.18743, -8.92669, 6.85886], [0.93987, -7.90679, 3.70695], [0.80419, -8.56026, 2.51619], [-0.56061, -9.24582, 2.38840], [-0.73483, -10.14190, 3.37263], [-0.60856, -9.88969, 1.20070], [1.81716, -9.40500, 2.27505], [0.83787, -7.61446, 1.53729], [2.04279, -7.33648, 5.25031], [2.89969, -8.43174, 4.19714], [3.19019, -10.76062, 5.39981], [-1.35683, -8.49953, 2.43338], [-1.42943, 5.52837, 3.50398], [-1.36125, 4.00410, 3.33722], [-2.34991, 3.14308, 4.12723], [-2.17427, 3.26277, 5.44883], [-2.13676, 1.83647, 3.79323], [-0.09854, 3.56710, 3.54748], [-1.65516, 3.74694, 2.02429], [-0.49711, 6.13838, 4.37431], [-0.72672, 6.28267, 5.71815], [0.31209, 5.52864, 6.55636], [0.29633, 4.21357, 6.25448], [0.00246, 5.67238, 7.86041], [-1.98152, 5.94280, 6.05926], [-0.57101, 7.59058, 6.01196], [-1.16124, 5.92149, 2.52724], [-2.44913, 5.86473, 3.69361], [-3.37902, 3.40197, 3.86591], [1.30950, 5.92959, 6.36701], [-3.35390, 4.13661, -7.79296], [-2.96749, 2.68365, -8.11452], [-3.80743, 1.55865, -7.50188], [-3.74155, 1.56777, -6.15287], [-3.31703, 0.37256, -7.92864], [-1.66072, 2.48042, -7.83840], [-3.12926, 2.54367, -9.45912], [-2.61744, 4.80911, -6.78589], [-2.95046, 4.75331, -5.46476], [-1.83322, 4.10936, -4.63814], [-1.58242, 2.86001, -5.07997], [-2.22596, 4.02681, -3.34381], [-4.13185, 4.14686, -5.25037], [-3.06551, 6.02229, -5.01513], [-3.10906, 4.68673, -8.69973], [-4.42938, 4.24354, -7.65063], [-4.85076, 1.64115, -7.81617], [-0.92050, 4.70407, -4.70228], [6.77936, -7.14974, -1.30301], [5.37631, -7.39540, -1.88038], [5.10858, -6.99118, -3.33282], [5.24915, -5.66216, -3.50868], [3.83082, -7.31660, -3.63957], [4.44159, -6.84512, -1.07260], [5.19361, -8.74538, -1.85442], [6.97012, -6.00037, -0.49779], [7.31905, -4.78404, -1.01284], [6.23537, -3.73652, -0.74344], [5.05547, -4.10742, -1.28465], [6.59632, -2.55644, -1.30391], [7.63116, -4.84528, -2.31927], [8.41928, -4.36317, -0.35531], [6.93160, -7.97599, -0.61075], [7.55079, -7.24438, -2.06736], [5.77940, -7.52318, -4.01187], [6.10214, -3.59843, 0.33172], [-2.68409, 9.77460, -0.20646], [-3.63292, 10.98278, -0.18269], [-3.79123, 11.74799, 1.13446], [-4.30847, 10.95672, 2.09556], [-4.64046, 12.77666, 0.93242], [-4.84320, 10.62154, -0.65635], [-3.10119, 11.88501, -1.05508], [-3.25986, 8.48135, -0.09736], [-3.49801, 7.87378, 1.09559], [-4.98691, 7.58685, 1.31649], [-5.69972, 8.72175, 1.29513], [-5.12853, 7.00517, 2.53324], [-2.95613, 8.53361, 2.13374], [-2.89348, 6.65191, 1.05915], [-2.26329, 9.78206, -1.21018], [-1.84689, 9.90644, 0.47893], [-2.82865, 12.14562, 1.46753], [-5.35664, 6.91068, 0.54305]],
  "forces_ev_per_a": [[-0.072, -0.021, -0.146], [0.647, -0.276, 0.320], [-0.364, -0.029, 0.093], [0.342, -0.108, -0.763], [-0.044, 0.043, 0.285], [-0.299, -0.734, -0.303], [-0.242, 0.265, 0.118], [0.199, 0.845, 0.267], [-0.075, 0.505, -0.031], [0.643, -0.296, 0.272], [-0.490, -0.250, -0.170], [0.102, 0.413, 0.231], [-0.335, 0.048, -0.220], [0.127, -0.329, 0.030], [0.185, 0.837, -0.089], [-0.211, -0.139, 0.163], [-0.720, -0.555, 0.667], [-1.137, -1.110, 0.977], [1.165, 2.332, -2.302], [0.674, 0.393, -0.693], [0.005, 0.122, -0.053], [0.012, -0.058, 0.136], [0.014, 0.124, 0.029], [-0.235, 0.195, -0.122], [-0.145, -0.009, -0.129], [0.036, -0.054, -0.074], [0.124, 0.108, 0.013], [0.012, -0.085, 0.317], [-0.228, -0.020, 0.185], [0.226, 0.004, -0.062], [0.135, -0.523, -0.063], [-0.075, -0.030, -0.177], [-0.075, -0.277, 0.085], [-0.073, -0.098, 0.088], [-0.192, 0.212, -0.005], [-0.134, -0.036, -0.073], [0.119, 0.079, -0.011], [0.191, 0.015, -0.194], [0.083, 0.012, 0.080], [0.090, -0.090, 0.114], [0.051, -0.256, 0.043], [-0.052, 0.036, -0.118], [0.042, -0.295, -0.176], [0.151, -0.001, -0.227], [0.203, 0.194, -0.299], [0.139, 0.227, 0.132], [-1.169, -1.590, 1.378], [0.620, 0.245, 0.432], [0.402, 0.438, -0.015], [-0.385, 0.076, -0.099], [0.111, -0.098, 0.145], [-0.037, 0.077, -0.092], [-0.007, 0.016, -0.025], [0.039, -0.042, -0.034], [0.124, 0.016, 0.006], [-0.335, -0.352, 0.147], [0.315, 0.169, 0.125], [-0.131, -0.030, -0.022], [0.057, -0.045, 0.002], [-0.020, 0.018, -0.006], [-0.063, -0.080, 0.046], [0.052, 0.053, -0.140], [-0.037, -0.003, 0.023], [-0.060, -0.224, -0.056], [-0.008, 0.011, -0.031], [0.020, 0.017, -0.005], [-0.186, 0.498, -0.248], [0.383, 0.094, 0.175], [-0.139, -0.082, -0.070], [0.085, 0.049, 0.051], [-0.025, 0.032, -0.006], [-0.056, -0.039, 0.037], [-0.159, 0.111, -0.049], [0.200, -0.565, 0.164], [-0.156, 0.250, -0.184], [0.113, -0.020, 0.065], [-0.068, -0.026, -0.013], [0.003, -0.006, 0.009], [0.016, -0.123, -0.020], [-0.035, 0.075, 0.028], [0.034, -0.047, -0.037], [-0.037, -0.157, 0.155], [0.008, 0.015, 0.008], [-0.014, 0.018, -0.004], [-0.275, 0.430, -0.294], [0.349, 0.113, 0.201], [-0.091, -0.144, -0.126], [0.029, 0.092, 0.056], [0.004, 0.028, 0.019], [-0.061, -0.025, 0.029], [-0.112, 0.010, -0.062], [0.242, -0.466, 0.096], [-0.155, 0.208, -0.158], [0.152, -0.003, 0.103], [-0.045, -0.017, 0.021], [-0.004, -0.015, -0.009], [0.029, -0.106, -0.024], [-0.050, 0.055, 0.033], [0.040, -0.017, -0.009], [-0.007, -0.175, 0.148], [-0.001, 0.025, 0.028], [-0.029, 0.029, -0.026], [0.472, -0.327, 0.122], [-0.095, 0.254, 0.287], [-0.061, -0.124, -0.136], [0.063, 0.054, 0.070], [0.017, 0.015, 0.017], [0.016, 0.016, -0.056], [0.065, -0.081, -0.061], [-0.514, 0.150, -0.112], [0.210, -0.205, -0.053], [-0.138, 0.174, 0.263], [0.038, -0.095, -0.109], [0.078, -0.064, -0.031], [-0.105, -0.025, -0.028], [0.075, 0.029, -0.004], [-0.031, -0.002, 0.018], [-0.118, 0.140, -0.149], [0.019, 0.023, 0.009], [0.046, -0.027, -0.002], [0.556, -0.090, -0.202], [-0.285, -0.273, -0.094], [0.032, 0.197, 0.007], [0.018, -0.122, -0.009], [0.000, -0.026, 0.003], [0.020, 0.013, 0.066], [0.116, 0.051, 0.014], [-0.491, 0.179, 0.090], [0.322, 0.088, -0.116], [-0.118, -0.048, -0.028], [0.023, 0.054, 0.070], [-0.009, -0.034, 0.000], [-0.081, 0.070, 0.025], [0.033, -0.072, -0.069], [-0.040, -0.001, -0.024], [-0.145, 0.050, 0.185], [0.002, -0.034, 0.012], [0.027, -0.010, 0.008]],
  "e_homo_ev": -12.55,
  "e_lumo_ev": -3.55,
  "energy_ha": -6639.14981,
  "charge": 1
}